{
  "formula": "C17H33Br10FO7P",
  "method": "ωB97M-V with the def2-TZVPD basis set",
  "lumo_energy_ev": 1.911,
  "gap_ha": 0.3342,
  "total_charge": -1,
  "total_energy_ev": -744933.7198,
  "elements": ["C", "O", "C", "C", "C", "O", "P", "O", "O", "C", "C", "F", "O", "C", "O", "O", "H", "H", "H", "H", "H", "H", "H", "H", "H", "H", "H", "H", "H", "Br", "C", "C", "Br", "H", "H", "H", "H", "Br", "C", "C", "Br", "H", "H", "H", "H", "Br", "C", "C", "Br", "H", "H", "H", "H", "Br", "C", "C", "Br", "H", "H", "H", "H", "Br", "C", "C", "Br", "H", "H", "H", "H"],
  "coordinates": [[5.383637, 2.124154, -0.073059], [5.929006, 1.855764, -1.352083], [4.958076, 1.445990, -2.302507], [4.120178, 2.618656, -2.828650], [2.617485, 2.436149, -2.640243], [2.240109, 1.075587, -2.965439], [0.949655, 0.396748, -2.323391], [0.253768, -0.399224, -3.347678], [1.477855, -0.515588, -1.129183], [2.260445, -1.632898, -1.504838], [3.438146, -1.848900, -0.546529], [3.784453, -0.702705, 0.136002], [0.044416, 1.509682, -1.715059], [0.073181, 1.996465, -0.301455], [0.266238, 3.197716, -0.237666], [-0.184212, 1.145544, 0.534951], [5.245860, 3.194928, 0.080744], [6.075597, 1.744847, 0.673781], [4.428135, 1.625140, 0.072112], [5.526709, 1.006365, -3.117460], [4.335760, 0.663283, -1.876863], [4.347549, 2.789569, -3.876039], [4.403395, 3.482015, -2.232696], [2.111449, 3.068494, -3.362056], [2.361910, 2.720495, -1.625043], [1.651187, -2.529831, -1.479344], [2.655915, -1.565159, -2.516131], [4.291033, -2.228866, -1.104883], [3.169089, -2.599855, 0.194889], [-0.400267, -4.520984, 0.505405], [-1.169499, -2.777265, 0.059644], [-0.768314, -1.716322, 1.043551], [-1.748732, -1.899718, 2.725049], [-2.243064, -2.923868, 0.002622], [-0.781230, -2.530474, -0.927038], [-1.002549, -0.724598, 0.668007], [0.285119, -1.752315, 1.295198], [-3.125318, -6.245836, 2.973761], [-1.871999, -7.423702, 3.878482], [-0.503528, -7.312322, 3.261072], [-0.408153, -8.228064, 1.549521], [-2.278629, -8.427927, 3.826087], [-1.846994, -7.093525, 4.914442], [0.248795, -7.784552, 3.888505], [-0.227977, -6.279041, 3.073162], [-1.893659, 7.014814, -2.139466], [-0.814323, 5.439641, -1.714886], [0.514098, 5.775964, -1.122020], [1.846434, 6.350310, -2.416085], [-0.740838, 4.859949, -2.627621], [-1.382760, 4.881203, -0.978388], [0.930497, 4.862620, -0.706836], [0.463428, 6.549914, -0.363194], [-5.017898, 2.417720, 1.968018], [-3.198440, 1.747300, 1.764530], [-2.369425, 2.603889, 0.850045], [-2.819258, 2.324085, -1.020516], [-3.282728, 0.727592, 1.405015], [-2.777435, 1.749447, 2.766785], [-1.316609, 2.334459, 0.933735], [-2.489879, 3.664256, 1.046697], [-5.281120, -3.775336, 1.663581], [-5.935712, -2.072455, 0.989287], [-5.504677, -0.920318, 1.855645], [-6.538977, -0.825929, 3.502230], [-7.014238, -2.159242, 0.915679], [-5.508695, -1.970876, -0.005903], [-5.685772, 0.024064, 1.346435], [-4.460555, -0.987547, 2.143376]],
  "atomic_forces_ev_per_a": [[0.05, 0.03, -0.11], [0.02, -0.23, 0.09], [0.32, 0.26, -0.08], [-0.23, -0.62, 0.31], [0.58, -0.07, -0.53], [0.05, 0.40, 0.56], [-1.20, -0.51, -1.51], [0.30, -0.04, 0.20], [0.24, 0.27, 0.41], [0.56, -0.24, -0.11], [-0.58, -0.40, 0.32], [0.21, 0.12, -0.16], [0.94, -0.23, 0.43], [0.69, -0.28, -0.46], [0.16, -0.28, 0.13], [0.86, -0.59, -0.26], [-0.03, 0.15, 0.02], [0.11, 0.03, 0.11], [-0.13, -0.09, 0.00], [0.06, -0.10, -0.08], [-0.17, -0.07, 0.10], [0.06, 0.17, -0.10], [0.08, 0.33, -0.25], [-0.33, 0.27, 0.23], [-0.39, -0.20, 0.11], [-0.25, -0.18, -0.01], [-0.18, 0.40, -0.18], [0.21, 0.14, -0.02], [0.00, 0.03, 0.21], [-0.03, 0.04, -0.08], [0.22, -0.03, -0.05], [-0.27, -0.07, 0.03], [0.07, -0.02, 0.04], [-0.03, -0.01, 0.05], [0.00, 0.03, 0.00], [0.05, -0.03, -0.03], [0.04, 0.04, -0.01], [-0.04, -0.11, 0.08], [-0.10, 0.22, -0.05], [0.11, -0.11, -0.02], [0.02, 0.01, -0.02], [0.04, -0.04, -0.02], [0.03, 0.02, 0.00], [-0.03, -0.02, 0.04], [-0.01, 0.03, 0.01], [0.07, 0.02, -0.05], [-0.15, 0.11, 0.05], [0.41, 0.00, 0.16], [0.03, 0.21, -0.24], [0.02, -0.06, 0.01], [-0.05, -0.02, -0.07], [-0.11, 0.32, -0.04], [-0.07, 0.07, -0.05], [-0.07, 0.29, 0.03], [0.12, 0.22, -0.05], [-0.42, 0.49, 0.25], [-0.58, 0.04, 0.07], [0.06, -0.03, 0.00], [0.02, -0.03, 0.00], [-1.07, 0.23, 0.61], [-0.20, 0.05, 0.03], [-0.10, -0.04, -0.01], [0.17, -0.06, -0.01], [-0.25, -0.05, -0.06], [0.07, -0.06, -0.02], [-0.03, 0.03, 0.01], [0.02, 0.04, 0.00], [-0.04, -0.13, 0.01], [0.00, -0.07, 0.03]],
  "nbo_charge": [-0.260, -0.550, -0.053, -0.462, -0.062, -0.838, 2.589, -1.122, -0.804, -0.103, 0.040, -0.356, -0.893, 1.003, -0.751, -0.732, 0.164, 0.181, 0.187, 0.181, 0.175, 0.204, 0.226, 0.194, 0.196, 0.191, 0.194, 0.161, 0.160, -0.053, -0.436, -0.446, -0.055, 0.229, 0.243, 0.283, 0.230, 0.004, -0.454, -0.450, -0.017, 0.225, 0.226, 0.222, 0.242, -0.062, -0.426, -0.456, -0.066, 0.235, 0.248, 0.291, 0.217, -0.045, -0.426, -0.469, -0.031, 0.220, 0.232, 0.286, 0.215, -0.023, -0.443, -0.466, -0.029, 0.227, 0.230, 0.246, 0.239]
}